Computed, not measured: a structure of composition C26H38Br6O12, with ωB97M-V/def2-TZVPD.

The LUMO energy (alpha / beta) is -0.15764 / -0.34711 Ha. Its multiplicity is 2. As for the total charge: +1. As for the highest occupied orbital energy (alpha / beta): -11.977 / -11.977 eV. As for the HOMO-LUMO gap (alpha / beta): 7.7 / 2.5 eV.

Last column: Mulliken spin population.
Element x y z (Å)
O 1.40915 32.14275 4.24792  0.0000
C 1.71085 32.01929 5.40421  0.0000
O 1.34239 30.91969 6.06580  0.0000
C 1.79073 31.03303 7.37738  0.0000
C 2.07250 32.50572 7.55680  0.0000
C 2.46864 32.98629 6.23994  0.0000
H 2.64102 30.35206 7.41476  0.0000
H 0.98861 30.69105 8.03143  0.0000
H 2.77042 32.71545 8.36737  0.0000
H 1.18452 33.06209 7.85688  0.0000
H 3.50530 32.76353 5.98731  0.0000
H 2.23764 34.03634 6.06068  0.0000
O -2.59993 27.26754 18.03014  0.0000
C -1.62967 27.25859 17.26688  0.0000
O -1.51038 28.23214 16.34258  0.0000
C -0.36867 27.98520 15.50113  0.0002
C 0.49337 27.00212 16.26107  0.0000
C -0.49179 26.25908 17.18024  0.0000
H 0.17769 28.85444 15.13506  -0.0002
H -0.70136 27.49716 14.58503  0.0000
H 1.32585 27.43191 16.81816  0.0000
H 0.95820 26.32893 15.54076  0.0000
H -0.05564 26.07908 18.16283  0.0000
H -0.92575 25.40387 16.66219  0.0000
O -3.46111 32.86176 12.60643  0.0008
C -4.30024 32.05667 12.17494  -0.0002
O -5.48141 32.12164 12.69179  0.0001
C -6.44821 31.27165 12.05013  -0.0001
C -5.59578 30.35764 11.17687  0.0001
C -4.17580 30.91482 11.22766  -0.0001
H -6.97193 31.95828 11.38502  0.0000
H -7.09890 30.84720 12.81468  0.0000
H -5.78448 30.25607 10.10814  0.0000
H -5.53687 29.39630 11.68721  0.0000
H -3.82302 31.25442 10.25384  0.0000
H -3.45591 30.21287 11.64853  0.0000
O 0.75357 35.91602 14.79092  0.7949
C 0.57451 34.74447 14.50946  -0.0266
O 1.64339 33.92779 14.27998  0.0907
C 1.11357 32.58110 14.03161  -0.0059
C -0.15828 32.52157 14.86475  0.0212
C -0.70738 33.90369 14.55469  0.1082
H 1.80886 31.76508 14.22852  0.0069
H 0.91238 32.59487 12.96042  -0.0005
H 0.15431 32.40964 15.90294  0.0028
H -0.78713 31.65282 14.67000  0.0158
H -1.37892 34.26673 15.33272  -0.0032
H -1.18612 34.07746 13.59099  -0.0079
O -1.08357 27.41908 8.38964  0.0000
C -1.04626 28.18788 7.44663  0.0000
O -1.67353 29.41186 7.49707  0.0000
C -1.72222 30.12447 6.27080  0.0000
C -1.26374 29.03445 5.30286  0.0000
C -0.49102 27.94655 6.05911  0.0000
H -1.04665 30.97972 6.25454  0.0000
H -2.71778 30.53607 6.10483  0.0000
H -0.75426 29.36689 4.39842  0.0000
H -2.18274 28.51477 5.03185  0.0000
H 0.58166 28.13478 6.10416  0.0000
H -0.69366 26.94293 5.68523  0.0000
O -4.82464 33.17831 7.50437  0.0000
C -4.01958 34.04047 7.88649  0.0000
O -4.42837 35.32984 7.77533  0.0000
C -3.49863 36.21687 8.30067  0.0000
C -2.36496 35.46880 8.79412  0.0000
C -2.58206 34.04294 8.35930  0.0000
H -4.01886 36.70652 9.12391  0.0000
H -3.21154 36.97441 7.57141  0.0000
H -2.43515 35.38661 9.87875  0.0000
H -1.36029 35.78711 8.51584  0.0000
H -2.40005 33.29876 9.13464  0.0000
H -1.88929 33.86724 7.53630  0.0000
C -0.45152 29.81153 10.82679  -0.0001
Br -0.83830 29.42142 12.76530  0.0023
Br 1.29310 29.04927 10.25689  0.0001
Br -0.52191 31.72262 10.67711  0.0005
H -1.23823 29.39089 10.20049  0.0000
C 0.02461 25.72681 11.35974  0.0000
Br 1.10378 26.20427 12.85611  0.0001
Br -1.93862 25.79586 11.81444  0.0001
Br 0.38286 23.88707 10.73498  0.0000
H 0.22389 26.44428 10.56373  0.0000

Computed, not measured: a structure of composition C26H38BrMgNOP2, with ωB97M-V/def2-TZVPD.

The LUMO energy is -0.25578 Ha. As for the total charge: +2. As for the highest occupied orbital energy: -14.056 eV. The relative energy (zero: lowest compared OMol25 entry of this formula, charge and spin) comes out at 0.0 kcal per mole. As for the HOMO-LUMO gap: 7.1 eV.

Last column: natural (NBO) charge in e.
Element x y z (Å)
C -2.98027 0.14380 4.36221  -0.2026
C -2.87452 -0.81656 3.33638  -0.1534
C -3.96432 -1.02572 2.50103  -0.2096
C -5.04930 -0.13028 2.57490  0.0445
N -5.05678 0.87646 3.45440  -0.3854
C -4.08959 1.01952 4.35248  0.0423
C -1.65525 -1.48777 3.13035  0.0844
C -0.47361 -1.90326 3.17596  -0.0011
C 0.91721 -2.08163 2.87303  -0.0796
C 1.89835 -1.02564 2.58557  -0.1418
C 3.06074 -1.35328 1.83531  -0.4972
C 3.18855 -2.62976 1.31001  -0.0621
C 2.50020 -3.69445 1.97210  -0.2245
C 1.36248 -3.39636 2.71987  -0.1214
Mg 2.90329 -0.30010 -0.13804  1.6214
P 0.49347 1.63628 0.48666  0.7057
H -3.94502 -1.86298 1.80423  0.2305
H -2.20605 0.18047 5.11766  0.2327
H -5.91692 -0.22223 1.89910  0.2204
H -4.17532 1.83461 5.08384  0.2216
H 0.70755 -4.15676 3.11637  0.2638
H 1.73011 0.02798 2.75868  0.2504
H 2.84574 -4.74942 1.95785  0.2787
H 3.82505 -0.51734 1.69149  0.2264
C 0.65779 3.04764 -0.70775  -0.7300
C -0.56422 3.79902 -1.26145  -0.6206
H 1.20592 2.59280 -1.55985  0.2049
H 1.35402 3.75980 -0.21219  0.2399
H -0.21278 4.49798 -2.04454  0.2388
H -1.31507 3.13784 -1.71646  0.2118
H -1.06335 4.35508 -0.45741  0.2288
C -1.15547 0.85559 0.11431  -0.7192
C -2.45808 1.59333 0.43602  -0.6230
H -1.13624 -0.08531 0.70115  0.2356
H -1.11711 0.58126 -0.96126  0.2230
H -3.29462 1.03720 -0.01347  0.2350
H -2.65701 1.64894 1.51171  0.2227
H -2.42564 2.61489 0.05136  0.2181
C 0.12825 2.48037 2.11847  -0.7099
C -0.54600 3.86116 2.10761  -0.6158
H 1.12795 2.56762 2.59602  0.2217
H -0.47209 1.75196 2.71476  0.2402
H -0.56846 4.25401 3.13868  0.2417
H -0.01593 4.57226 1.46594  0.2091
H -1.57135 3.77924 1.72624  0.2184
Br 4.30250 -2.84673 -0.30142  0.1036
P 1.22632 -0.73257 -2.12248  0.6662
C -0.08003 0.05171 -3.16860  -0.6948
C 0.04444 -0.11529 -4.67198  -0.6191
H -0.03671 1.12355 -2.89758  0.2418
H -1.04986 -0.33152 -2.81128  0.2516
H -0.73380 0.50387 -5.12564  0.2501
H 1.00746 0.23727 -5.03793  0.2132
H -0.13530 -1.13559 -5.01028  0.2270
C 2.70495 -0.94529 -3.17262  -0.7161
C 2.86562 -2.26639 -3.90595  -0.6237
H 3.58338 -0.79618 -2.50821  0.1777
H 2.71816 -0.09814 -3.87838  0.2612
H 3.86126 -2.29410 -4.34297  0.2407
H 2.78424 -3.12428 -3.23582  0.2096
H 2.15951 -2.38533 -4.72669  0.2355
C 0.60929 -2.42997 -1.70904  -0.7110
C -0.26402 -3.09433 -2.77178  -0.6241
H 0.02900 -2.30700 -0.77007  0.2418
H 1.50302 -3.03157 -1.44094  0.2350
H -0.59654 -4.05539 -2.36892  0.2425
H -1.16373 -2.50762 -2.98513  0.2179
H 0.28844 -3.29895 -3.69442  0.2228
O 3.95656 2.91354 -0.65327  -0.3544
C 3.46954 1.89800 -0.39793  0.3899

Computed, not measured: a cluster of 5 separate species, C26H38Cl2FNO16S in total, with ωB97M-V/def2-TZVPD.

The LUMO energy is -0.00390 Ha. As for the highest occupied orbital energy: -10.525 eV. The SMILES is CC[C@H](Cl)[C@@]1(F)[C@@H](S(C)(=O)=O)C(=O)N[C@@]1(CC(=O)Cl)[C@@H](C)CC.O=C1OCCO1.O=C1OCCO1.O=C1OCCO1.O=C1OCCO1. As for the HOMO-LUMO gap: 10.4 eV.

Last column: Mulliken charge in e.
Element x y z (Å)
C -3.16748 2.51908 3.05825  -1.4513
C -2.08987 1.99348 2.10122  -0.6408
C -2.42440 0.55606 1.65175  0.4989
C -2.46148 -0.31549 2.91937  -1.6153
C -1.48864 0.05309 0.49018  1.5670
C -0.13581 0.74770 0.57614  -1.7696
C 0.98510 0.17571 -0.24590  0.4139
O 1.84620 -0.57735 0.11111  -0.5173
Cl 1.01096 0.80493 -1.94118  -0.2337
N -2.20371 0.51707 -0.74332  -0.0505
C -3.16613 -0.38023 -1.13542  -0.6083
O -4.05946 -0.18961 -1.95584  -0.6704
C -2.95780 -1.71826 -0.34608  -0.6561
S -4.37772 -2.21225 0.64232  1.5954
C -5.44490 -0.81558 0.97050  -1.1584
O -4.03031 -2.83934 1.88893  -0.6164
O -5.12499 -3.06047 -0.25051  -0.7807
C -1.51761 -1.46054 0.15551  -0.2259
F -0.89531 -1.49922 -1.13403  -0.4572
C -0.65197 -2.50947 0.87635  -0.0542
Cl 0.08410 -1.92442 2.41074  -0.1086
C -1.28022 -3.91467 1.06000  -0.7541
C -1.52142 -4.40869 2.48086  -1.5137
H -3.15990 3.59937 3.07162  0.4255
H -2.96814 2.15875 4.05648  0.3512
H -4.13717 2.13285 2.76088  0.3204
H -1.17547 1.94000 2.67750  0.3576
H -1.97219 2.65874 1.25350  0.4718
H -3.43999 0.64156 1.29539  0.2362
H -3.38851 -0.17905 3.45828  0.3987
H -1.68545 0.02233 3.60055  0.4756
H -2.28611 -1.36458 2.75973  0.1206
H -0.25291 1.76564 0.24031  0.7349
H 0.21041 0.71567 1.59659  0.5380
H -2.53263 1.46872 -0.71634  0.4112
H -2.88822 -2.51509 -1.07096  0.9238
H -5.25858 -0.48509 1.98156  0.3244
H -5.20778 -0.01041 0.28727  0.2967
H -6.45434 -1.13834 0.78025  0.5502
H 0.21320 -2.64884 0.25382  0.8028
H -2.20393 -4.02443 0.50804  0.3723
H -0.58338 -4.62435 0.63038  0.5372
H -2.10288 -5.32032 2.38197  0.4611
H -2.12755 -3.73120 3.06117  0.2839
H -0.60171 -4.68296 2.97551  0.3461
C 1.26915 5.31614 -3.86000  -0.3014
C 0.72643 4.20106 -2.99623  -0.0331
O 1.04775 4.64752 -1.67445  -0.2448
C 1.17825 5.99797 -1.70654  0.5913
O 1.26998 6.68636 -0.74666  -0.5385
O 1.17527 6.44777 -2.98368  -0.3467
H 0.68613 5.47774 -4.76229  0.2408
H 2.31550 5.16382 -4.12978  0.2742
H -0.35851 4.10257 -3.07827  0.2286
H 1.18468 3.23991 -3.20037  0.1349
C -2.84972 6.88070 -4.71788  -0.3114
C -3.97018 5.93011 -5.08581  -0.3057
O -3.51474 5.38805 -6.32934  -0.3375
C -2.16726 5.50304 -6.37610  0.6627
O -1.46996 5.00054 -7.18960  -0.5136
O -1.71814 6.27389 -5.35225  -0.2857
H -2.68728 6.96224 -3.64641  0.2926
H -2.99194 7.87852 -5.13517  0.2493
H -4.08095 5.11534 -4.36779  0.2466
H -4.92881 6.42484 -5.21453  0.3003
C 3.61061 -3.23493 0.99721  0.5513
C 4.30174 -3.28667 -0.34390  -0.3103
O 4.55642 -4.69103 -0.49679  -0.3638
C 3.66063 -5.36947 0.26295  0.6410
O 3.50194 -6.54408 0.22635  -0.5553
O 2.97984 -4.52377 1.07080  -0.3541
H 2.87297 -2.44282 1.06256  -0.1763
H 4.31446 -3.13844 1.82566  0.0442
H 3.65936 -2.95146 -1.16053  0.2282
H 5.22898 -2.72037 -0.36758  0.3307
C 8.99871 -4.11494 2.69039  -0.3382
C 7.73894 -4.88114 3.03929  -0.2709
O 6.80627 -3.82495 3.30000  -0.3093
C 7.22863 -2.71772 2.64671  0.7053
O 6.58919 -1.72659 2.52141  -0.5227
O 8.47371 -2.89629 2.15059  -0.3302
H 9.61942 -4.61978 1.95551  0.2961
H 9.60187 -3.87831 3.56844  0.2595
H 7.36799 -5.47986 2.20574  0.2420
H 7.84875 -5.51602 3.91391  0.2969